This record from the OMol25 dataset describes a structure of composition C27H16Cl5ErN4. The level of theory is ωB97M-V/def2-TZVPD.

Each line ends with the natural charge from an NBO analysis.
Atoms and positions in Å:
Er: 0.289 -0.483 -1.043  2.070
N: 2.808 -0.012 -1.240  -0.914
C: 3.119 1.410 -1.127  0.080
C: 4.412 1.845 -1.018  -0.175
C: 4.716 3.215 -0.912  -0.178
C: 3.711 4.139 -0.917  -0.146
C: 2.364 3.725 -1.027  -0.108
C: 1.291 4.640 -1.032  -0.053
C: 0.007 4.180 -1.139  -0.265
C: -0.207 2.804 -1.247  0.102
N: 0.765 1.903 -1.251  -0.621
C: 2.058 2.346 -1.136  0.221
H: 3.308 -0.514 -0.510  0.421
H: 3.221 -0.362 -2.102  0.419
H: 5.220 1.122 -1.018  0.239
H: 5.748 3.525 -0.833  0.251
H: 3.928 5.196 -0.838  0.244
H: 1.497 5.701 -0.952  0.247
H: -0.837 4.855 -1.144  0.254
H: -1.219 2.426 -1.340  0.209
C: -4.440 -0.081 -1.253  -0.237
C: -3.085 -0.014 -1.571  0.096
N: -2.116 -0.051 -0.665  -0.575
C: -2.463 -0.142 0.649  0.120
C: -3.806 -0.217 1.059  0.008
C: -4.802 -0.196 0.065  -0.097
C: -4.132 -0.304 2.449  -0.183
C: -3.163 -0.297 3.386  -0.150
C: -1.787 -0.199 3.009  -0.090
C: -0.757 -0.152 3.967  -0.072
C: 0.546 -0.016 3.559  -0.241
C: 0.814 0.045 2.194  0.113
N: -0.128 -0.024 1.262  -0.597
C: -1.427 -0.131 1.653  0.234
H: -5.179 -0.054 -2.040  0.259
H: -2.780 0.073 -2.607  0.215
H: -5.842 -0.265 0.355  0.249
H: -5.176 -0.367 2.728  0.246
H: -3.403 -0.353 4.439  0.245
H: -1.007 -0.215 5.018  0.250
H: 1.359 0.035 4.269  0.258
H: 1.833 0.159 1.844  0.209
Cl: -1.116 -2.332 -3.022  0.049
C: -0.247 -3.427 -1.954  -0.049
C: 0.591 -2.770 -1.069  -0.618
C: 1.288 -3.584 -0.190  -0.042
Cl: 2.304 -2.725 0.939  0.015
C: 1.190 -4.966 -0.179  -0.094
Cl: 2.084 -5.909 0.933  0.106
C: 0.332 -5.577 -1.106  -0.056
Cl: 0.181 -7.276 -1.135  0.125
C: -0.404 -4.800 -2.012  -0.092
Cl: -1.458 -5.526 -3.149  0.101

Output
Net charge: +2
Expectation value of S²: 3.753
HOMO (spin up / spin down) (eV): -13.8 / -13.8
Multiplicity: 4
Gap between HOMO and LUMO (spin up / spin down) (eV): 7.37 / 7.40
E_LUMO (spin up / spin down) (eV): -6.46 / -6.43



This record from the OMol25 dataset describes a structure of composition C27H17Br2I2N3OPtS. The level of theory is ωB97M-V/def2-TZVPD.

Each line ends with the Mulliken charge.
Atoms and positions in Å:
Pt: 0.498 -0.353 -0.833  0.353
S: 1.208 -3.508 2.236  -0.290
C: -0.474 -3.641 1.816  0.733
C: -1.422 -4.516 2.339  -0.667
C: -2.694 -4.476 1.808  -0.589
C: -3.014 -3.597 0.766  -0.841
C: -2.078 -2.725 0.248  -0.394
C: -0.795 -2.740 0.796  -0.078
N: 0.296 -1.964 0.418  0.390
C: 1.396 -2.277 1.069  0.759
C: 2.612 -1.582 0.684  0.901
C: 3.877 -1.867 1.187  -0.612
C: 4.977 -1.198 0.676  -0.993
C: 4.804 -0.265 -0.336  -0.765
C: 3.536 0.024 -0.839  -0.211
C: 2.421 -0.625 -0.328  -0.491
H: -1.167 -5.211 3.126  0.448
H: -3.451 -5.147 2.190  0.420
H: -4.012 -3.612 0.350  0.450
H: -2.322 -2.073 -0.578  0.498
H: 4.005 -2.613 1.962  0.480
H: 5.966 -1.411 1.056  0.434
H: 5.665 0.250 -0.742  0.483
H: 3.444 0.757 -1.629  0.839
Br: -4.517 0.194 -2.096  -0.034
C: -3.692 0.934 -0.608  -0.080
C: -4.415 1.679 0.304  -0.288
C: -3.809 2.217 1.429  0.061
Br: -4.846 3.204 2.608  -0.077
C: -2.406 2.021 1.688  0.476
C: -1.726 2.518 2.813  -0.710
C: -0.386 2.256 2.963  -1.145
C: 0.273 1.507 1.985  -0.284
N: -0.349 1.043 0.917  -0.042
C: -1.662 1.278 0.763  -0.029
C: -2.288 0.698 -0.427  0.741
O: -1.627 0.010 -1.241  -0.697
H: -5.472 1.841 0.142  0.485
H: -2.260 3.097 3.553  0.399
H: 0.161 2.619 3.821  0.451
H: 1.330 1.276 2.069  0.588
C: 1.015 3.682 -3.454  -0.185
C: 0.355 2.579 -3.974  -0.965
C: 0.261 1.431 -3.212  0.047
N: 0.796 1.348 -1.984  0.433
C: 1.418 2.421 -1.473  0.064
C: 1.550 3.599 -2.178  -1.095
H: 1.105 4.592 -4.031  0.437
H: -0.087 2.598 -4.960  0.470
H: -0.253 0.552 -3.574  0.399
H: 1.822 2.312 -0.476  0.522
H: 2.065 4.434 -1.727  0.467
I: 0.753 -2.216 -3.043  0.080
I: 3.613 -1.355 -4.040  0.254

Output
Net charge: +2
Expectation value of S²: 6.041
HOMO (spin up / spin down) (eV): -13.5 / -13.8
Multiplicity: 5
Gap between HOMO and LUMO (spin up / spin down) (eV): 7.30 / 5.04
E_LUMO (spin up / spin down) (eV): -6.18 / -8.72



This record from the OMol25 dataset describes a structure of composition C27H17CrF6N6O5S3Se. The level of theory is ωB97M-V/def2-TZVPD.

Each line ends with the natural charge from an NBO analysis.
Atoms and positions in Å:
Cr: 0.420 -0.473 0.087  0.891
F: -2.461 1.896 3.104  -0.318
C: -1.899 3.088 3.307  0.710
F: -1.414 3.109 4.554  -0.315
F: -2.839 4.020 3.194  -0.303
S: -0.519 3.379 2.127  2.281
O: 0.292 2.199 2.239  -0.952
O: 0.003 4.655 2.494  -0.908
N: -1.247 3.514 0.734  -1.233
S: -1.764 2.393 -0.193  2.276
O: -3.164 2.111 -0.082  -0.906
O: -0.929 1.205 -0.259  -0.970
C: -1.609 3.223 -1.872  0.739
F: -1.011 2.381 -2.732  -0.328
F: -0.925 4.352 -1.849  -0.294
F: -2.826 3.478 -2.343  -0.303
O: -0.720 -0.725 1.611  -0.540
N: -0.201 -0.640 2.837  0.015
C: -1.080 -0.735 3.858  0.049
C: -0.649 -0.626 5.148  -0.258
C: 0.715 -0.408 5.382  -0.160
C: 1.578 -0.307 4.325  -0.218
C: 1.114 -0.413 3.003  0.048
S: 2.097 -0.266 1.607  0.041
H: -2.100 -0.883 3.541  0.242
H: -1.364 -0.697 5.953  0.234
H: 1.085 -0.311 6.393  0.227
H: 2.632 -0.121 4.470  0.238
C: 1.666 -4.522 -0.754  -0.186
C: 2.239 -4.366 -2.013  -0.235
C: 2.332 -3.105 -2.570  -0.189
C: 1.843 -2.001 -1.868  -0.086
C: 1.247 -2.152 -0.609  -0.155
C: 1.167 -3.429 -0.062  -0.236
C: 2.026 -0.616 -2.315  0.228
C: 2.655 -0.253 -3.534  -0.253
C: 2.909 1.058 -3.785  -0.109
C: 2.638 2.031 -2.792  -0.124
C: 3.018 3.386 -2.934  -0.172
C: 2.844 4.261 -1.902  -0.210
C: 2.302 3.808 -0.680  -0.167
C: 1.892 2.514 -0.528  -0.249
C: 2.021 1.606 -1.602  0.247
N: 1.621 0.301 -1.445  -0.480
H: 1.609 -5.509 -0.312  0.211
H: 2.620 -5.225 -2.549  0.213
H: 2.801 -2.988 -3.537  0.203
H: 0.701 -3.575 0.904  0.219
H: 2.925 -1.019 -4.244  0.224
H: 3.374 1.365 -4.714  0.219
H: 3.472 3.703 -3.864  0.213
H: 3.141 5.295 -2.007  0.220
H: 2.199 4.493 0.151  0.232
H: 1.511 2.173 0.421  0.252
Se: -3.253 -4.113 0.392  0.988
N: -4.019 -3.510 -1.093  -0.588
C: -3.241 -2.549 -1.549  0.070
C: -3.480 -1.816 -2.760  -0.126
C: -2.559 -0.894 -3.111  -0.242
C: -1.421 -0.660 -2.261  0.146
N: -1.175 -1.275 -1.142  -0.437
C: -2.072 -2.258 -0.765  0.269
N: -1.895 -2.982 0.313  -0.590
H: -4.368 -2.017 -3.340  0.238
H: -2.655 -0.291 -4.001  0.235
H: -0.724 0.117 -2.552  0.219

Output
Net charge: 0
Expectation value of S²: 0.765
Energy relative to the best compared isomer or geometry (same formula, charge and spin) (kcal per mole): 0.0
HOMO (spin up / spin down) (eV): -8.3 / -7.9
Multiplicity: 2
Gap between HOMO and LUMO (spin up / spin down) (eV): 6.84 / 6.48
E_LUMO (spin up / spin down) (eV): -1.45 / -1.45



This record from the OMol25 dataset describes a structure of composition C27H18F6N5O3ReS. The level of theory is ωB97M-V/def2-TZVPD.

Each line ends with the natural charge from an NBO analysis.
Atoms and positions in Å:
Re: 0.519 -0.849 -1.509  1.374
N: 3.551 -2.983 0.906  -0.751
C: 2.617 -2.533 0.080  0.319
S: 2.426 -0.783 -0.005  -0.031
N: 1.864 -3.374 -0.581  -0.402
N: 0.925 -2.865 -1.359  -0.231
C: 0.090 -3.683 -1.953  0.072
C: -0.903 -3.088 -2.799  0.150
C: -1.769 -3.797 -3.638  -0.188
C: -2.574 -3.095 -4.516  -0.135
C: -2.519 -1.705 -4.530  -0.211
C: -1.685 -1.058 -3.636  0.066
N: -0.905 -1.730 -2.798  -0.458
H: 4.136 -2.327 1.396  0.420
H: 3.721 -3.973 0.981  0.425
H: 0.199 -4.754 -1.834  0.237
H: -1.772 -4.875 -3.611  0.243
H: -3.239 -3.620 -5.185  0.243
H: -3.110 -1.126 -5.218  0.248
H: -1.643 0.024 -3.591  0.244
C: -0.917 4.426 3.524  -0.622
C: -1.953 3.306 3.568  -0.031
C: -2.255 2.795 4.973  -0.404
C: -1.002 2.196 5.598  -0.435
C: -0.431 1.157 4.679  -0.002
C: 0.420 0.183 5.154  -0.218
C: 0.848 -0.853 4.327  0.400
F: 1.686 -1.773 4.822  -0.307
C: 0.413 -0.957 3.031  -0.248
C: -0.401 0.055 2.508  -0.061
C: -0.754 0.015 1.100  0.496
O: -0.555 -1.029 0.422  -0.684
C: -1.299 1.221 0.579  -0.313
C: -1.681 2.228 1.427  0.160
N: -1.497 2.182 2.748  -0.310
C: -0.790 1.147 3.313  0.149
C: -1.391 1.430 -0.923  0.802
O: -2.310 2.050 -1.407  -0.570
O: -0.393 0.933 -1.559  -0.701
H: -1.259 5.259 4.130  0.233
H: -0.788 4.774 2.503  0.224
H: 0.050 4.099 3.892  0.216
H: -2.880 3.671 3.115  0.224
H: -3.032 2.029 4.910  0.220
H: -2.637 3.611 5.585  0.238
H: -1.243 1.729 6.554  0.241
H: -0.270 2.981 5.797  0.229
H: 0.752 0.206 6.179  0.242
H: 0.695 -1.789 2.407  0.249
H: -2.168 3.103 1.020  0.246
F: 2.142 1.650 -2.198  -0.311
C: 2.243 0.874 -3.291  0.410
C: 1.696 -0.407 -3.218  -0.454
C: 1.853 -1.187 -4.359  0.401
F: 1.373 -2.450 -4.331  -0.331
C: 2.466 -0.733 -5.520  0.242
F: 2.556 -1.515 -6.595  -0.279
C: 2.979 0.563 -5.551  0.323
F: 3.554 1.030 -6.653  -0.267
C: 2.876 1.375 -4.422  0.246
F: 3.379 2.608 -4.439  -0.277

Output
Net charge: +1
Expectation value of S²: 0.759
HOMO (spin up / spin down) (eV): -11.3 / -11.2
Multiplicity: 2
Gap between HOMO and LUMO (spin up / spin down) (eV): 6.25 / 6.49
E_LUMO (spin up / spin down) (eV): -5.03 / -4.67



Copy entry 2 word for word.
This record from the OMol25 dataset describes a structure of composition C27H17Br2I2N3OPtS. The level of theory is ωB97M-V/def2-TZVPD.

Each line ends with the Mulliken charge.
Atoms and positions in Å:
Pt: 0.498 -0.353 -0.833  0.353
S: 1.208 -3.508 2.236  -0.290
C: -0.474 -3.641 1.816  0.733
C: -1.422 -4.516 2.339  -0.667
C: -2.694 -4.476 1.808  -0.589
C: -3.014 -3.597 0.766  -0.841
C: -2.078 -2.725 0.248  -0.394
C: -0.795 -2.740 0.796  -0.078
N: 0.296 -1.964 0.418  0.390
C: 1.396 -2.277 1.069  0.759
C: 2.612 -1.582 0.684  0.901
C: 3.877 -1.867 1.187  -0.612
C: 4.977 -1.198 0.676  -0.993
C: 4.804 -0.265 -0.336  -0.765
C: 3.536 0.024 -0.839  -0.211
C: 2.421 -0.625 -0.328  -0.491
H: -1.167 -5.211 3.126  0.448
H: -3.451 -5.147 2.190  0.420
H: -4.012 -3.612 0.350  0.450
H: -2.322 -2.073 -0.578  0.498
H: 4.005 -2.613 1.962  0.480
H: 5.966 -1.411 1.056  0.434
H: 5.665 0.250 -0.742  0.483
H: 3.444 0.757 -1.629  0.839
Br: -4.517 0.194 -2.096  -0.034
C: -3.692 0.934 -0.608  -0.080
C: -4.415 1.679 0.304  -0.288
C: -3.809 2.217 1.429  0.061
Br: -4.846 3.204 2.608  -0.077
C: -2.406 2.021 1.688  0.476
C: -1.726 2.518 2.813  -0.710
C: -0.386 2.256 2.963  -1.145
C: 0.273 1.507 1.985  -0.284
N: -0.349 1.043 0.917  -0.042
C: -1.662 1.278 0.763  -0.029
C: -2.288 0.698 -0.427  0.741
O: -1.627 0.010 -1.241  -0.697
H: -5.472 1.841 0.142  0.485
H: -2.260 3.097 3.553  0.399
H: 0.161 2.619 3.821  0.451
H: 1.330 1.276 2.069  0.588
C: 1.015 3.682 -3.454  -0.185
C: 0.355 2.579 -3.974  -0.965
C: 0.261 1.431 -3.212  0.047
N: 0.796 1.348 -1.984  0.433
C: 1.418 2.421 -1.473  0.064
C: 1.550 3.599 -2.178  -1.095
H: 1.105 4.592 -4.031  0.437
H: -0.087 2.598 -4.960  0.470
H: -0.253 0.552 -3.574  0.399
H: 1.822 2.312 -0.476  0.522
H: 2.065 4.434 -1.727  0.467
I: 0.753 -2.216 -3.043  0.080
I: 3.613 -1.355 -4.040  0.254

Output
Net charge: +2
Expectation value of S²: 6.041
HOMO (spin up / spin down) (eV): -13.5 / -13.8
Multiplicity: 5
Gap between HOMO and LUMO (spin up / spin down) (eV): 7.30 / 5.04
E_LUMO (spin up / spin down) (eV): -6.18 / -8.72



Question: What is the expectation value of S² in the first record?
Answer: 3.753



Question: What is the net charge in the fourth record?
Answer: +1